No. 1
{
  "formula": "C28H23BrIN6W",
  "method": "ωB97M-V/def2-TZVPD",
  "symbols": ["C", "H", "H", "N", "C", "C", "I", "C", "C", "N", "H", "C", "C", "C", "H", "H", "H", "C", "C", "C", "W", "C", "H", "H", "Br", "C", "C", "N", "H", "C", "C", "C", "H", "H", "C", "C", "C", "H", "H", "C", "H", "N", "N", "H", "C", "H", "C", "H", "C", "H", "C", "H", "N", "H", "H", "C", "C", "H", "H", "C"],
  "positions_angstrom": [[0.5852, -2.4562, 1.1881], [-0.4533, -2.6301, 1.4391], [1.6890, -1.0109, -1.0830], [-1.8634, 1.5446, -0.3806], [2.7065, -3.3069, 0.4494], [3.3531, -2.1781, 0.9846], [4.2328, -0.9677, -2.8184], [1.3502, 0.3574, 4.3430], [-3.2633, 2.4130, -2.1176], [0.4103, -0.2459, 2.1044], [-1.6511, -2.8844, -5.1006], [0.6831, 2.5599, 5.1309], [-0.0605, 1.8070, 3.0176], [1.2912, 2.2337, -0.7535], [2.5263, 3.7798, -1.5434], [-4.1593, 4.3456, -1.7742], [-3.7038, 2.2679, -3.0941], [-2.6496, -3.2642, -2.4441], [2.6266, -1.1694, 1.5681], [2.3653, 2.7133, -1.4691], [-0.5613, 0.1137, 0.5237], [-3.5138, 3.5716, -1.3811], [-0.8203, -4.2304, -4.3377], [0.0099, -2.6822, -4.5340], [-2.8784, -1.1649, 1.1423], [3.2328, 1.8175, -2.0803], [-2.9196, 3.7114, -0.1460], [-1.2796, -1.3405, -1.0176], [-0.5952, 3.7266, 3.8346], [-0.8286, -1.7526, -2.2215], [-0.0540, 2.8026, 3.9799], [1.2302, -1.3147, 1.6675], [0.6042, 2.9059, -0.2598], [0.7216, 3.3129, 5.9059], [-2.4055, -1.8902, -0.5591], [-2.0989, 2.6899, 0.3163], [-1.4775, -2.7168, -2.9764], [0.8534, -4.3431, 0.1840], [-3.1888, -4.0229, -2.9995], [-0.9475, -3.1481, -4.3098], [3.2972, -4.0888, -0.0094], [-1.4699, 2.8140, 1.5287], [-0.7383, 1.8148, 1.7718], [4.0828, 2.1787, -2.6452], [-3.1387, -2.8481, -1.2129], [-2.2566, 0.5319, -2.1601], [1.8978, 0.0431, -1.2226], [-4.0451, -3.2556, -0.7869], [0.6222, 0.6103, 3.1987], [0.0755, -1.2827, -2.5851], [1.3386, -3.4454, 0.5434], [3.1076, -0.2797, 1.9556], [1.0484, 0.9111, -0.6304], [-3.0626, 4.5820, 0.4789], [4.4310, -2.1019, 0.9267], [1.3720, 1.3599, 5.3085], [2.9961, 0.4513, -1.9538], [1.9293, 1.2004, 6.2217], [1.8654, -0.5819, 4.4940], [-2.4514, 1.4323, -1.5997]],
  "total_energy_ha": -4347.228944,
  "de_lowest_ev": 0.000,
  "total_charge": 3,
  "homo_lumo_gap_ha": [0.25236, 0.25244],
  "homo_ha": [-0.6254, -0.6254]
}


No. 2
{
  "formula": "C29H68Br6N6O17P2",
  "method": "ωB97M-V/def2-TZVPD",
  "symbols": ["C", "C", "H", "H", "C", "H", "Br", "H", "H", "H", "H", "H", "C", "H", "H", "C", "C", "H", "H", "H", "H", "H", "H", "N", "O", "O", "H", "H", "C", "H", "C", "C", "C", "O", "H", "C", "O", "Br", "O", "N", "Br", "C", "C", "C", "H", "H", "H", "O", "H", "N", "C", "H", "H", "O", "Br", "O", "O", "H", "H", "C", "P", "H", "N", "N", "H", "H", "H", "H", "H", "H", "H", "O", "H", "C", "H", "O", "H", "H", "H", "H", "O", "C", "O", "C", "H", "H", "C", "C", "H", "H", "Br", "C", "O", "H", "C", "O", "H", "H", "H", "H", "C", "O", "H", "H", "N", "H", "H", "C", "H", "H", "C", "H", "H", "P", "H", "H", "O", "H", "Br", "H", "C", "C", "C", "H", "H", "H", "H", "H"],
  "positions_angstrom": [[9.3165, -10.7414, 15.0286], [8.2018, -9.1594, 9.1050], [9.1539, -14.4956, 11.3992], [9.0277, -21.2484, 16.0665], [6.4577, -10.7872, 9.5175], [13.9613, -20.1471, 12.4885], [11.3196, -15.2214, 13.8835], [11.7965, -11.2472, 11.4838], [11.3116, -12.8999, 11.0222], [6.2595, -11.8375, 9.7247], [8.1788, -15.9396, 16.5053], [11.3955, -19.3965, 20.7306], [11.5725, -19.3354, 11.7525], [12.1364, -18.8891, 12.5799], [8.2635, -22.1821, 17.3417], [8.3321, -17.2135, 13.5327], [5.2264, -14.6618, 6.9582], [11.7593, -23.6322, 7.9246], [10.9509, -17.7001, 20.5301], [5.9146, -10.5478, 8.6001], [9.1304, -22.7242, 11.5907], [4.2364, -14.4309, 6.5639], [12.7941, -21.2848, 7.4713], [8.3686, -12.9508, 10.2422], [5.3401, -14.4000, 8.3375], [10.2714, -21.0505, 9.7737], [5.6508, -11.7074, 12.6284], [13.1179, -23.8880, 11.4236], [12.4213, -23.6400, 8.7950], [11.9891, -24.4526, 12.6298], [13.3827, -21.4299, 8.3821], [10.2629, -20.1994, 18.6192], [8.3627, -17.1391, 6.5222], [9.2626, -12.1401, 15.1547], [8.0545, -14.6257, 9.0164], [12.3445, -23.5591, 12.1219], [8.6614, -18.0835, 5.8290], [6.4787, -16.7108, 13.8507], [8.6851, -14.0531, 15.9288], [11.2662, -22.8284, 11.4680], [13.3330, -13.7352, 15.8837], [6.0222, -11.8346, 13.6460], [10.7355, -11.2435, 8.4019], [11.5409, -11.8991, 10.6464], [9.0325, -16.4384, 13.7996], [3.5612, -15.5452, 16.4830], [9.6070, -15.3245, 4.5577], [4.8939, -14.9266, 10.3614], [8.4576, -10.3259, 14.5000], [12.6536, -22.2966, 9.3109], [7.9602, -14.9064, 16.7968], [3.0997, -16.2221, 15.0059], [12.4232, -11.9277, 10.0097], [8.2820, -15.8798, 6.1258], [8.7796, -18.9622, 14.2935], [5.7639, -13.1501, 14.0874], [9.1854, -20.4997, 17.9403], [8.0101, -8.4908, 9.9543], [5.6456, -15.6216, 6.6580], [8.2684, -13.8557, 11.3989], [11.5263, -21.6017, 10.3485], [10.7297, -19.7565, 12.3011], [12.3887, -20.3646, 11.1222], [10.4644, -11.3295, 9.8358], [7.4239, -18.4928, 9.3231], [9.4071, -13.6028, 8.5897], [11.1874, -14.8093, 16.3381], [9.4048, -10.1595, 15.9465], [7.3860, -14.4800, 11.2392], [6.8841, -14.9135, 16.6195], [14.3830, -19.7207, 10.7672], [3.8579, -12.5839, 15.1842], [4.7454, -16.7620, 11.4794], [4.5357, -15.1426, 9.1116], [12.0328, -24.3327, 9.5370], [7.9070, -12.1895, 16.9359], [7.7402, -13.0116, 8.2461], [11.1850, -10.2803, 8.1573], [13.3937, -24.0285, 8.4807], [8.3751, -16.4295, 4.1038], [11.2116, -20.9256, 18.7921], [13.8035, -20.3716, 11.4350], [4.5193, -14.7023, 14.8547], [9.1647, -21.6269, 17.0734], [3.2718, -15.8304, 11.2174], [5.8568, -13.9523, 6.4097], [4.3446, -15.7516, 11.3821], [11.9853, -15.1246, 15.6795], [9.9405, -22.3822, 17.1700], [7.5770, -8.8331, 8.2712], [8.4095, -17.3573, 11.5486], [8.3660, -13.5879, 8.9258], [10.1513, -18.9778, 19.1296], [9.2444, -9.0610, 8.7996], [4.6251, -13.3901, 14.7381], [8.0455, -17.2254, 7.8014], [7.9131, -14.7850, 4.4699], [14.2270, -21.3507, 11.1875], [9.8140, -11.3784, 7.8300], [6.0521, -10.1387, 10.3040], [8.5734, -15.5932, 4.7765], [8.8324, -10.8966, 11.8887], [4.6187, -15.2935, 12.3267], [9.9665, -22.4699, 13.1293], [7.8897, -10.5401, 9.4162], [10.1541, -10.5089, 14.3772], [5.6535, -11.0793, 14.3428], [8.5369, -12.7468, 16.0695], [11.3833, -18.5424, 11.0285], [7.4851, -19.3033, 7.8167], [7.9792, -18.5210, 8.3904], [12.8652, -22.9306, 12.8542], [9.8647, -24.0620, 12.4185], [8.8916, -11.3660, 10.4909], [14.3525, -21.8827, 8.1840], [13.4710, -20.4477, 8.8442], [3.6027, -15.8063, 8.7607], [2.4903, -14.6272, 15.3280], [12.7131, -16.8798, 16.1786], [11.3058, -12.1126, 8.0650], [10.0057, -23.0071, 12.1740], [11.2114, -18.6111, 19.9981], [3.3669, -15.2580, 15.4485], [8.2946, -14.7881, 17.8231], [8.1206, -13.3176, 12.3313], [8.9990, -18.8378, 8.6027], [12.1548, -18.4356, 19.4811], [7.0857, -11.5828, 13.5980]],
  "total_energy_ha": -18880.256310,
  "total_charge": 0,
  "homo_lumo_gap_ha": 0.29573,
  "homo_ha": -0.3005
}


No. 3
{
  "formula": "C25H33N3",
  "method": "ωB97M-V/def2-TZVPD",
  "symbols": ["C", "H", "H", "H", "H", "H", "C", "N", "H", "H", "H", "C", "C", "C", "N", "C", "H", "H", "C", "C", "C", "C", "C", "C", "C", "C", "H", "C", "H", "H", "C", "C", "C", "C", "H", "H", "N", "C", "H", "H", "H", "H", "H", "H", "C", "H", "H", "C", "C", "H", "H", "H", "H", "C", "H", "H", "H", "H", "H", "H", "C"],
  "positions_angstrom": [[3.0106, -0.9109, 1.2319], [0.4359, 0.4407, 0.6061], [0.5003, -0.4646, -1.7176], [-3.1635, -2.7689, 0.5500], [-3.0182, 0.9401, -1.5067], [7.0326, 3.9134, -0.0467], [-6.5568, -2.6045, -1.0592], [-3.5068, -0.8589, -0.4159], [0.5004, 3.4832, 1.5613], [2.7747, -1.3883, 4.6228], [1.1973, -3.8396, 1.4339], [3.2472, -0.7472, 2.6277], [-2.7092, 0.0117, -1.0414], [1.8863, -2.6910, 3.1423], [-1.4586, -0.4624, -0.9999], [-0.6477, 2.2697, 0.1926], [-7.8926, -4.0902, -1.8883], [4.7890, 0.7303, -1.9049], [0.3011, 3.4406, 0.4859], [3.4127, -0.0182, 0.1987], [5.0531, 1.3181, -1.0207], [-4.9654, -0.7501, -0.2854], [6.3238, 3.0889, 0.0299], [5.7602, 2.7515, 1.2662], [1.7352, -2.9492, 1.7697], [4.7956, 1.7519, 1.3622], [-5.2376, -1.2276, 0.6640], [-1.4607, -1.6834, -0.3304], [1.6367, 3.7025, -1.2261], [6.4006, 2.6104, -2.0847], [5.9621, 2.3600, -1.1153], [-7.3079, -3.2329, -2.2322], [2.6435, -1.5884, 3.5570], [0.2746, 1.1239, -0.2504], [4.2873, 1.6017, 2.3109], [-5.2118, 0.3176, -0.2404], [1.5400, 1.7030, -0.5593], [1.5937, 3.1247, -0.2852], [-6.6104, -3.5860, -2.9990], [-5.0636, -1.6288, -2.2791], [-7.9959, -2.5170, -2.6947], [-1.3341, 2.5303, -0.6260], [6.0633, 3.2853, 2.1698], [3.0603, -0.3091, -0.7915], [4.4199, 0.9877, 0.2215], [2.1570, -2.2730, -0.2362], [-0.5603, -2.2516, -0.1704], [-5.7462, -1.3810, -1.4556], [2.2693, -2.0742, 0.8352], [2.0268, 1.3925, -1.3876], [3.8980, 0.0447, 2.9813], [-0.5163, 0.9329, -2.2559], [-1.2427, 1.9643, 1.0593], [-2.7373, -1.9368, 0.0201], [2.5010, 3.3649, 0.2852], [-5.8933, -3.3545, -0.6080], [-7.2723, -2.3098, -0.2793], [-6.4338, -0.6104, -1.8286], [1.4252, -3.3506, 3.8769], [-0.1144, 4.4005, 0.1688], [-0.2582, 0.2720, -1.4087]],
  "total_energy_ha": -1136.126401,
  "total_charge": 2,
  "homo_lumo_gap_ha": 0.24551,
  "homo_ha": -0.5294
}


No. 4
{
  "formula": "C3H10N2O",
  "method": "ωB97M-V/def2-TZVPD",
  "symbols": ["O", "H", "H", "C", "H", "C", "H", "N", "H", "H", "H", "H", "H", "C", "N", "H"],
  "positions_angstrom": [[-0.3893, 0.1218, 2.2777], [-0.9772, -0.3942, -2.2548], [1.2563, 2.3166, -1.9454], [-0.4093, 0.0911, -0.6129], [-0.0872, -0.1558, -2.0221], [-0.5865, -1.1721, 0.1938], [1.1327, -1.0627, 1.5007], [0.8581, 0.5411, -0.7929], [-0.1048, -2.0102, -0.3149], [0.1254, 0.8599, 1.9324], [-1.2258, 0.8176, -0.5409], [-1.6553, -1.3731, 0.2851], [-0.2704, -1.8883, 2.2014], [0.0429, -1.0421, 1.5866], [0.8765, 1.9161, -1.0936], [1.4139, 2.4344, -0.4002]],
  "total_energy_ha": -304.856600,
  "de_lowest_ev": 5.933,
  "total_charge": 0,
  "homo_lumo_gap_ha": 0.33836,
  "homo_ha": -0.3129
}